Entry 1:
Molecular formula: C43H49N2P2PtS2Si
Method: DFT, ωB97M-V/def2-TZVPD

Structure (XYZ):
```
100
Properties=species:S:1:pos:R:3:forces:R:3:lowdin_charge:R:1
Pt -0.18527 0.21067 -0.42560 0.346 0.753 0.405 0.5964
C -3.93924 -2.22363 6.26726 -0.011 -0.080 0.007 -0.4149
S -3.50825 -0.49010 6.50382 -0.018 -0.019 0.008 0.8128
C -2.31252 -0.29003 5.16943 -0.017 -0.029 -0.007 -0.5211
C -2.89939 -0.39089 3.76749 -0.017 -0.034 -0.006 -0.2743
C -1.89353 0.06035 2.72005 0.019 -0.025 -0.096 -0.3072
N -2.49971 0.09483 1.36103 -0.168 0.163 0.230 -0.3822
P -1.93038 1.40223 0.34220 -0.765 -0.260 -0.673 0.8053
C -3.18793 1.53605 -0.97414 -0.139 0.153 0.270 -0.3626
C -2.79863 1.51377 -2.30664 0.087 -0.002 -0.076 -0.1185
C -3.74321 1.65750 -3.31653 0.030 -0.001 0.035 -0.0695
C -5.08079 1.81050 -2.99295 -0.040 0.002 0.044 -0.0661
C -5.47976 1.83125 -1.65861 0.020 -0.003 -0.074 -0.0616
C -4.53620 1.71360 -0.65562 0.024 -0.128 0.093 -0.0735
C -2.29516 2.92162 1.27281 0.524 0.003 0.208 -0.3239
C -1.91111 4.13387 0.69914 -0.194 -0.006 0.142 -0.0958
C -2.19531 5.33165 1.33203 -0.001 0.005 -0.025 -0.0544
C -2.85930 5.33329 2.55022 -0.015 0.078 0.001 -0.0616
C -3.24939 4.13592 3.12503 0.003 -0.080 0.005 -0.0550
C -2.96469 2.93122 2.49530 -0.234 0.124 -0.144 -0.0792
P -2.01959 -1.19498 0.29260 0.226 -0.516 0.004 0.8929
C -3.52770 -1.73017 -0.54591 -0.066 0.063 0.049 -0.3643
C -4.64540 -2.12544 0.18771 -0.016 0.039 0.046 -0.0748
C -5.78763 -2.54871 -0.46746 0.002 -0.007 -0.046 -0.0664
C -5.81870 -2.57866 -1.85863 -0.002 0.008 0.016 -0.0666
C -4.70731 -2.19231 -2.59052 0.016 0.004 0.014 -0.0659
C -3.55910 -1.76781 -1.93294 -0.008 0.006 -0.066 -0.1022
C -1.50880 -2.75867 1.11344 0.108 0.119 0.041 -0.3199
C -1.28280 -3.07430 2.45201 -0.037 -0.061 0.042 -0.0766
C -0.77270 -4.31759 2.81138 -0.016 0.031 -0.044 -0.0644
C -0.46618 -5.26024 1.84463 0.013 -0.012 -0.004 -0.0751
C -0.67321 -4.95506 0.50590 0.010 -0.021 0.003 -0.0737
C -1.18402 -3.71999 0.14668 0.007 0.008 -0.023 -0.1152
H -4.49185 -2.53960 7.15010 -0.010 0.017 -0.010 0.0323
H -3.03963 -2.83658 6.19252 0.002 0.021 0.014 0.0358
H -4.56760 -2.38304 5.39218 0.012 0.030 -0.005 0.0310
H -1.51120 -1.02210 5.31156 0.043 0.040 -0.022 0.0781
H -1.87496 0.69967 5.32295 -0.001 -0.006 0.006 0.0774
H -3.80468 0.21553 3.69116 0.036 0.033 0.045 0.1055
H -3.21596 -1.41665 3.56175 -0.060 0.026 -0.014 0.0890
H -1.00062 -0.57028 2.71786 0.028 0.048 0.054 0.0904
H -1.52955 1.05453 2.97711 0.028 -0.017 -0.026 0.0960
H -1.75245 1.37890 -2.55633 0.031 -0.007 0.020 0.0776
H -3.43052 1.64521 -4.35268 0.000 0.006 0.010 0.1098
H -5.81888 1.92120 -3.77708 0.007 -0.018 0.004 0.1094
H -6.52564 1.94749 -1.40631 0.008 0.006 -0.002 0.1098
H -4.85003 1.73359 0.38239 0.026 0.014 -0.005 0.1120
H -1.40750 4.15166 -0.25063 0.134 -0.020 -0.184 0.0845
H -1.89987 6.26490 0.87122 0.005 -0.010 0.001 0.1141
H -3.08530 6.26970 3.04309 0.019 -0.007 0.004 0.1118
H -3.78061 4.13240 4.06793 -0.007 -0.010 -0.012 0.1127
H -3.31775 2.01528 2.94194 -0.020 0.057 -0.011 0.0790
H -4.62652 -2.09277 1.27167 0.026 -0.002 -0.007 0.1065
H -6.65380 -2.86134 0.10079 -0.003 0.024 0.002 0.1088
H -6.71611 -2.90198 -2.37010 0.011 -0.011 0.005 0.1091
H -4.73338 -2.21252 -3.67216 0.002 -0.004 0.006 0.1100
H -2.68948 -1.45604 -2.50011 -0.004 0.026 0.006 0.1037
H -1.50884 -2.37996 3.24366 0.012 -0.033 -0.013 0.0661
H -0.61951 -4.54268 3.85912 -0.001 0.001 -0.007 0.1100
H -0.06993 -6.22618 2.13004 -0.009 0.007 -0.001 0.1095
H -0.43377 -5.67722 -0.26391 -0.008 0.002 0.003 0.1118
H -1.32905 -3.49897 -0.90566 -0.008 0.012 -0.002 0.1085
N 1.18703 -1.33002 -0.52083 0.205 -0.281 -0.206 -0.5024
S 2.75611 -1.40419 -0.84396 -0.214 0.147 -0.091 1.0487
C 3.05952 -3.11570 -1.18181 0.064 -0.132 0.041 -0.3963
C 2.89252 -4.08276 -0.19612 0.008 0.013 -0.022 -0.0721
C 3.07910 -5.41250 -0.52809 0.016 -0.015 -0.014 -0.0618
C 3.43398 -5.76432 -1.82717 -0.017 -0.017 0.017 -0.0578
C 3.60071 -4.79152 -2.80016 0.000 0.025 0.006 -0.0592
C 3.40937 -3.45311 -2.48040 -0.002 -0.045 -0.011 -0.0724
C 3.66222 -1.20970 0.68547 -0.015 -0.096 0.102 -0.4067
C 2.97755 -0.87455 1.84007 0.060 0.059 0.036 -0.0827
C 3.69395 -0.71593 3.02174 -0.042 0.013 -0.020 -0.0595
C 5.06850 -0.88648 3.03081 0.036 -0.020 -0.014 -0.0617
C 5.74393 -1.20506 1.85649 0.006 0.027 0.029 -0.0571
C 5.04314 -1.36695 0.67448 -0.019 0.011 -0.024 -0.0712
H 0.91822 -2.06723 0.12838 -0.028 -0.088 -0.121 -0.0155
H 2.62782 -3.80166 0.81717 0.022 0.010 -0.007 0.1184
H 2.96262 -6.17691 0.22892 -0.015 0.000 -0.010 0.1127
H 3.58256 -6.80629 -2.07865 0.014 0.009 0.007 0.1128
H 3.88389 -5.06984 -3.80627 -0.015 0.004 0.005 0.1137
H 3.52866 -2.68367 -3.23311 0.005 0.006 0.022 0.1133
H 1.90652 -0.71468 1.80956 -0.007 -0.021 -0.003 0.0866
H 3.17289 -0.45290 3.93305 0.005 -0.005 -0.005 0.1109
H 5.62219 -0.76769 3.95276 -0.008 0.018 -0.010 0.1117
H 6.81956 -1.32108 1.86278 -0.014 -0.016 0.005 0.1138
H 5.56637 -1.61482 -0.24184 -0.024 -0.011 0.001 0.1213
C 1.39395 2.97657 0.97476 -0.026 0.163 0.077 -0.2219
Si 1.28554 2.08587 -0.67542 -0.123 -0.199 0.194 0.3218
C 3.06460 1.77281 -1.18752 0.171 -0.122 -0.093 -0.2464
C 0.63606 3.24165 -2.00105 0.150 0.089 -0.139 -0.2323
H 2.08307 3.82576 0.92305 -0.004 -0.037 -0.026 0.0396
H 1.76467 2.29917 1.74938 -0.005 -0.001 -0.016 0.0181
H 0.42507 3.36217 1.30128 0.123 -0.055 0.043 -0.0057
H 3.50196 2.71726 -1.52616 -0.068 0.025 0.056 0.0397
H 3.15502 1.06661 -2.01453 0.035 0.075 -0.002 0.0032
H 3.67788 1.42080 -0.35476 0.010 -0.063 -0.019 0.0160
H 1.25718 4.14337 -2.01450 -0.039 -0.003 -0.029 0.0401
H -0.39342 3.54478 -1.85916 -0.244 0.060 -0.016 -0.0130
H 0.70094 2.78585 -2.99224 0.029 -0.028 0.019 0.0326
```
Positions in Å, forces in eV/Å.

Summary:
E in Ha: -3665.21779
Charge: +1
HOMO in eV: -10.22

***

Entry 2:
Molecular formula: C43H50BGe2N4O2STi
Method: DFT, ωB97M-V/def2-TZVPD

Structure (XYZ):
```
104
Properties=species:S:1:pos:R:3:forces:R:3:mulliken_spin:R:1
Ti -1.18191 -0.13546 0.36841 -0.400 -0.036 -1.313 0.0870
C -2.09996 -1.16447 -2.57275 -0.373 0.016 -0.168 0.0123
C -2.65527 -0.96871 -1.15245 0.207 0.031 0.008 -0.0004
C -2.96226 0.40348 -1.00275 0.305 -0.003 0.442 -0.0276
C -2.41165 1.11499 -2.16973 -0.165 -0.023 0.114 0.0181
C -1.88820 0.25286 -3.04532 0.111 -0.109 -0.007 -0.0256
H -2.94209 -1.56505 -3.17588 -0.031 0.036 0.033 -0.0129
H -3.26383 -1.75745 -0.72477 -0.022 -0.011 0.079 -0.0153
H -3.76195 0.80996 -0.40181 -0.126 0.006 -0.080 0.0028
H -2.45424 2.18887 -2.28633 0.048 -0.037 0.000 0.0020
H -1.38802 0.49919 -3.97286 -0.047 0.015 0.042 -0.0008
N -0.19795 -2.07472 0.08581 0.482 -0.277 0.047 -0.0101
C 0.75705 -2.07899 1.16195 -0.002 -0.205 0.173 0.0135
C 2.00101 -2.68165 1.06325 0.010 -0.038 -0.052 0.1314
C 2.84016 -2.68361 2.17290 0.016 0.034 0.069 -0.0548
C 2.41554 -2.12765 3.36637 0.009 -0.059 -0.023 0.0834
C 1.14725 -1.52508 3.48775 -0.052 0.133 0.071 -0.0812
C 0.62951 -1.00350 4.70015 -0.002 0.025 -0.009 0.4482
C -0.65524 -0.44424 4.69278 0.141 -0.014 0.045 -0.0681
C -1.37351 -0.33505 3.53692 0.067 -0.073 -0.266 0.2548
N -0.91011 -0.78498 2.30815 0.113 -0.114 0.229 0.1272
C 0.32845 -1.44937 2.32924 -0.190 -0.002 0.053 0.0180
H -0.89897 -2.79953 0.22697 0.012 0.000 -0.087 0.0073
H 0.27498 -2.28307 -0.78620 -0.010 -0.035 0.076 -0.0028
H 2.30385 -3.14833 0.13204 -0.024 -0.009 0.008 0.0219
H 3.81805 -3.14416 2.10605 -0.011 0.003 0.009 0.0004
H 3.05174 -2.16907 4.24312 -0.007 0.006 -0.010 -0.0008
H 1.21501 -1.06460 5.60819 -0.010 0.009 -0.020 0.0181
H -1.08822 -0.04596 5.60154 0.011 -0.025 -0.014 -0.0011
H -2.33177 0.16041 3.53918 -0.005 -0.027 -0.065 0.0372
C 3.42814 0.65357 1.14759 -0.006 0.087 -0.014 -0.0019
N 2.74836 1.85039 0.67004 0.233 -0.115 0.044 0.0023
C 3.04113 3.14271 1.07560 0.012 -0.119 -0.035 0.0017
C 2.12485 3.95305 0.51298 -0.009 -0.025 -0.038 -0.0006
N 1.29889 3.13897 -0.22812 -0.159 0.227 -0.155 0.0000
C 1.66938 1.85661 -0.13329 -0.033 0.000 0.238 -0.0001
S 0.93710 0.52505 -0.92838 0.156 0.031 -0.026 0.0019
H 3.20146 0.49123 2.20124 -0.023 0.019 0.010 0.0003
H 4.50234 0.76174 1.00973 -0.008 0.020 -0.001 0.0014
H 3.06591 -0.19859 0.58201 -0.016 -0.021 -0.028 -0.0006
H 3.85176 3.35836 1.74875 -0.029 -0.030 -0.026 -0.0001
H 1.97530 5.01446 0.59358 -0.013 -0.026 -0.014 0.0002
H 0.48643 3.43109 -0.75258 -0.015 0.001 -0.025 -0.0014
C -2.05377 6.03725 0.79479 0.014 0.016 0.084 -0.0006
Ge -2.25964 4.31076 -0.13422 0.077 -0.139 -0.279 0.0024
C -1.15120 4.62554 -1.77012 0.052 -0.008 0.062 -0.0006
C -4.10885 4.25543 -0.82219 -0.057 -0.051 -0.014 0.0003
Ge -1.73130 2.23921 1.12505 -0.344 0.954 0.830 -0.0148
C -3.54167 2.13216 2.04453 -0.031 -0.018 0.050 0.0145
C -4.21943 0.91373 2.17533 0.026 0.085 -0.052 -0.0112
C -5.45844 0.81131 2.79641 0.007 0.092 0.012 -0.0060
C -6.06859 1.94699 3.30978 -0.004 -0.062 -0.002 0.0004
C -5.42787 3.17152 3.19467 0.027 0.007 -0.019 -0.0005
C -4.18957 3.25424 2.57054 0.064 -0.009 -0.017 0.0083
C -0.55608 2.95450 2.60788 0.103 -0.042 0.045 -0.0133
C -0.81177 4.11404 3.34802 0.027 -0.045 -0.040 -0.0099
C 0.04270 4.54567 4.35643 -0.029 -0.012 -0.035 0.0015
C 1.18696 3.81963 4.66055 0.026 -0.042 -0.021 0.0089
C 1.46030 2.65767 3.95304 -0.099 -0.004 -0.004 0.0176
C 0.59889 2.24122 2.94429 -0.173 0.040 0.081 -0.0253
H -2.15678 6.83575 0.05487 -0.011 -0.025 0.042 0.0000
H -1.07204 6.11765 1.26570 -0.043 0.028 -0.021 0.0002
H -2.81539 6.18204 1.56424 0.047 0.009 -0.038 0.0000
H -1.74517 5.21220 -2.47408 0.019 0.028 0.034 0.0002
H -0.85010 3.71412 -2.29394 0.018 0.006 0.020 0.0000
H -0.25894 5.21670 -1.53706 -0.020 -0.005 -0.051 0.0000
H -4.59565 5.21922 -0.65474 0.014 -0.039 -0.026 0.0002
H -4.69835 3.48428 -0.32549 0.005 0.034 -0.003 -0.0004
H -4.10762 4.05408 -1.89596 -0.014 0.006 0.045 0.0000
H -3.77835 -0.00262 1.79224 0.050 -0.026 -0.047 0.0097
H -5.94427 -0.15337 2.88116 0.010 0.004 -0.011 0.0001
H -7.03438 1.87697 3.79418 0.002 0.004 -0.004 0.0000
H -5.89647 4.06593 3.58823 0.020 -0.001 -0.007 0.0000
H -3.71882 4.22806 2.49053 -0.041 0.004 0.001 -0.0003
H -1.70436 4.69211 3.14348 0.034 0.024 0.019 -0.0003
H -0.18857 5.44648 4.91360 -0.010 -0.013 -0.018 0.0001
H 1.84854 4.14793 5.45325 -0.007 0.000 -0.010 0.0004
H 2.33073 2.05989 4.20365 0.000 -0.002 -0.004 0.0152
H 0.81685 1.31178 2.42687 -0.019 -0.041 0.004 0.0141
C 3.34283 -6.22923 -5.88246 0.017 0.000 0.003 -0.0001
C 3.74481 -5.41191 -4.64459 -0.056 0.029 0.012 0.0001
C 4.62471 -4.23956 -5.09405 -0.021 -0.015 0.024 0.0000
C 4.57400 -6.29838 -3.70485 0.002 0.026 0.021 0.0000
C 2.46481 -4.92365 -3.95301 0.006 0.012 -0.064 -0.0004
C 1.72769 -5.79395 -3.14332 -0.031 -0.016 0.003 0.0002
C 0.52701 -5.42737 -2.53592 0.081 -0.052 0.077 0.0006
C 0.08599 -4.14598 -2.76234 -0.199 -0.025 0.054 0.0036
O -1.05135 -3.51502 -2.29400 0.082 -0.036 -0.186 0.0020
B -1.00600 -2.22570 -2.83870 0.247 -0.082 0.191 -0.0014
O 0.13730 -2.06292 -3.61311 -0.015 -0.104 0.013 0.0020
C 0.79922 -3.27524 -3.55782 -0.060 0.224 -0.076 -0.0030
C 1.97950 -3.62754 -4.16812 0.148 -0.016 0.040 0.0006
H 4.23155 -6.57817 -6.41670 -0.038 0.013 0.035 0.0000
H 2.74604 -5.62256 -6.56709 0.019 -0.021 0.006 0.0000
H 2.74910 -7.10056 -5.59755 0.014 0.026 -0.012 0.0000
H 5.56818 -4.62265 -5.48735 -0.025 0.007 -0.002 0.0000
H 4.85138 -3.56877 -4.26159 0.003 -0.023 -0.028 0.0000
H 4.15503 -3.65779 -5.88954 0.009 -0.008 0.031 0.0000
H 5.53568 -6.52910 -4.16891 -0.039 -0.005 0.006 0.0000
H 4.08164 -7.24858 -3.49259 0.006 0.041 0.007 0.0000
H 4.76503 -5.79269 -2.75563 0.015 -0.014 -0.028 0.0000
H 2.09274 -6.79933 -2.97581 -0.024 0.046 -0.011 0.0001
H -0.02623 -6.11195 -1.90646 0.013 -0.004 -0.037 -0.0003
H 2.50930 -2.90518 -4.77303 -0.040 -0.025 0.002 0.0000
```
Positions in Å, forces in eV/Å.

Summary:
E in Ha: -7464.49705
Charge: 0
Multiplicity: 2
HOMO (alpha / beta) in eV: -5.22 / -6.47
⟨S²⟩: 1.088